# 1
A structure of composition C33H42AsClN5O6PTl in a non-equilibrium geometry. Source: the OMol25 dataset; level of theory: wB97M-V/def2-TZVPD.

The calculation puts the energy above the lowest of the compared OMol25 structures with the same formula, charge and spin at 261.9 kJ/mol. The electronic energy comes out at -5217.40714 a.u. The calculation puts the HOMO-LUMO gap at 4.86 eV. Its charge is +1. Its HOMO energy is -10.126 eV.

Geometry (Å):
Tl: -0.55660 -0.88258 0.25102
O: -1.87204 -0.39531 -3.72345
C: -1.93941 0.22872 -2.67763
O: -0.99435 0.47765 -1.84037
C: -3.25197 0.94265 -2.19189
C: -2.98281 2.22981 -1.42573
C: -4.31111 2.95573 -1.35828
C: -5.07924 2.24218 -0.20310
C: -4.19507 1.03931 0.06439
O: -2.82818 1.73375 0.03585
C: -4.15573 0.12566 -1.17688
C: -3.86757 -1.38677 -0.89373
O: -4.75251 -2.24228 -1.12087
O: -2.70764 -1.71574 -0.43019
H: -3.88905 1.16462 -3.05676
H: -2.13388 2.82111 -1.79196
H: -4.18366 4.00967 -1.27249
H: -4.81385 2.83940 -2.32659
H: -5.03453 2.85605 0.68914
H: -6.09962 2.02775 -0.45226
H: -4.36779 0.49487 1.02449
H: -5.16303 0.11565 -1.58599
Cl: 0.13780 2.39039 2.41272
C: 1.86656 2.68318 2.54309
C: 2.43919 3.04172 3.76183
C: 3.79071 3.45313 3.80417
C: 4.55616 3.61562 2.65876
C: 4.02713 3.16206 1.45650
C: 2.68715 2.70173 1.38978
P: 1.88082 2.07278 -0.11128
C: 3.30205 1.43079 -0.96103
C: 3.44505 1.54017 -2.37805
C: 4.37475 0.72213 -3.01010
C: 5.17834 -0.17149 -2.31321
C: 5.03447 -0.28263 -0.92200
C: 4.07836 0.50755 -0.25609
C: 1.34344 3.48073 -1.06661
C: 0.70975 3.17434 -2.28913
C: 0.18534 4.14520 -3.10945
C: 0.35547 5.47847 -2.73392
C: 0.98798 5.83244 -1.54738
C: 1.53416 4.83827 -0.72412
H: 1.80842 3.05184 4.66185
H: 4.24927 3.59002 4.76217
H: 5.59546 3.98252 2.67095
H: 4.59321 3.22936 0.52877
H: 2.86159 2.23677 -2.95216
H: 4.38005 0.76432 -4.09503
H: 5.89225 -0.81887 -2.84067
H: 5.65284 -1.00532 -0.40716
H: 3.93604 0.41206 0.83061
H: 0.58702 2.11035 -2.51788
H: -0.32259 3.86442 -4.04225
H: -0.10526 6.22207 -3.36300
H: 1.04060 6.88064 -1.23190
H: 1.98392 5.04509 0.22351
C: 1.90656 -3.87823 -3.05804
N: 2.18391 -4.04435 -1.66769
C: 3.27939 -4.91600 -1.29047
C: 1.50406 -3.31870 -0.72993
N: 0.52019 -2.51478 -0.98958
N: 1.79304 -3.67239 0.58265
C: 1.38164 -3.03440 1.77110
N: 1.55575 -3.76751 2.90049
N: 0.94779 -1.80549 1.80162
H: 2.35002 -4.74963 -3.59051
H: 2.34326 -2.91216 -3.50095
H: 0.78996 -3.92783 -3.20857
H: 3.74717 -5.24172 -2.22942
H: 2.93474 -5.80550 -0.75654
H: 4.02612 -4.36863 -0.65229
H: 0.43703 -2.22363 -1.96323
H: 2.37998 -4.46516 0.73583
H: 1.83862 -4.73105 2.88661
H: 1.30627 -3.42757 3.81200
H: 0.62211 -1.52536 2.73624
C: -3.32836 -3.12369 4.79422
As: -3.31626 -2.44537 2.92795
C: -3.07904 -4.06958 1.88200
C: -5.17719 -1.88778 2.67921
O: -2.12034 -1.26031 2.52730
H: -4.27829 -2.75347 5.20198
H: -2.47891 -2.66139 5.33344
H: -3.29720 -4.20629 4.78864
H: -3.81342 -4.76777 2.20648
H: -2.06410 -4.42574 1.96492
H: -3.30985 -3.81022 0.86007
H: -5.83531 -2.70925 2.93221
H: -5.30471 -1.60918 1.63494
H: -5.33251 -1.00362 3.30832



# 2
A cluster of 5 separate species, C33H42F32N3O6 in total in a non-equilibrium geometry. Source: the OMol25 dataset; level of theory: wB97M-V/def2-TZVPD.

The electronic energy comes out at -5093.69148 a.u. The calculation puts the HOMO-LUMO gap at 9.52 eV. Its charge is +1. Its HOMO energy is -12.032 eV.

Geometry (Å):
C: -3.61853 3.27261 -2.27932
C: -3.04622 2.15428 -3.13856
C: -1.87674 1.44309 -2.43830
C: -0.67942 1.16679 -3.33272
N: -0.26470 2.36566 -4.10978
C: 0.80575 3.06630 -3.63259
N: 1.64708 3.76604 -4.40428
C: 2.63963 4.35612 -3.62213
C: 2.38878 4.00012 -2.32480
O: 3.15569 4.27858 -1.28512
C: 2.57015 4.49493 0.02273
C: 2.91139 3.33498 0.98239
C: 3.05837 2.00454 0.26186
C: 1.95272 3.25714 2.19557
C: 0.84320 2.21833 2.07598
C: 1.34038 4.60233 2.58875
N: 1.22063 3.21234 -2.36180
O: 0.61703 2.64341 -1.27856
H: -4.49728 3.70765 -2.73735
H: -2.88958 4.07305 -2.15858
H: -3.87042 2.92296 -1.28463
H: -3.83433 1.43972 -3.35124
H: -2.75212 2.58584 -4.08989
H: -2.24662 0.49645 -2.06279
H: -1.58291 2.02619 -1.57544
H: 0.12136 0.82179 -2.69094
H: -0.92910 0.33833 -3.98388
H: -0.01867 2.06552 -5.04507
H: 1.58340 3.83237 -5.40411
H: 3.44107 4.95938 -3.98734
H: 1.50794 4.68873 -0.03805
H: 3.03650 5.39121 0.40461
H: 3.89593 3.57717 1.37166
H: 2.19163 1.73788 -0.33407
H: 3.94749 1.95316 -0.35415
H: 3.15979 1.22804 1.01232
H: 2.56458 2.94020 3.03619
H: 0.16822 2.36183 2.91496
H: 1.20378 1.19926 2.12372
H: 0.24460 2.33649 1.17559
H: 0.89913 4.52878 3.57362
H: 0.53106 4.86061 1.90431
H: 2.07433 5.39976 2.56049
H: -0.14913 3.19823 -1.06262
C: -4.57083 0.27238 2.96012
C: -5.08352 0.74893 4.33255
C: -6.13838 1.85719 4.34955
F: -5.67386 2.98740 3.77601
F: -6.45033 2.13782 5.63362
F: -4.03164 1.08968 5.10866
F: -5.68308 -0.32009 4.92736
O: -3.32092 0.79898 2.52233
C: -3.20939 1.96865 1.83756
C: -2.39405 3.01727 2.60048
F: -2.95171 3.30130 3.78430
F: -2.34981 4.15328 1.85698
F: -4.39569 2.45000 1.42863
F: -2.48989 1.70783 0.70856
H: -4.36180 -0.78181 3.08786
H: -5.33552 0.33498 2.18685
H: -7.04414 1.53163 3.83030
H: -1.37647 2.65161 2.75942
C: -5.10096 -6.02597 1.58237
C: -6.47264 -6.70402 1.43884
C: -7.42220 -6.16652 0.36586
F: -7.74037 -4.87474 0.59371
F: -8.56126 -6.89120 0.39358
F: -7.09370 -6.73643 2.63576
F: -6.21533 -7.99051 1.07426
O: -4.94345 -5.05824 2.60837
C: -5.24757 -3.74255 2.42566
C: -6.38292 -3.29055 3.35079
F: -7.48142 -4.03197 3.13950
F: -6.70580 -1.99289 3.09809
F: -5.50413 -3.44129 1.13834
F: -4.14731 -3.03174 2.78322
H: -4.42847 -6.82712 1.88220
H: -4.73200 -5.65930 0.62442
H: -6.97152 -6.25872 -0.62648
H: -6.08460 -3.38815 4.39670
C: 2.38612 -1.38755 -2.44056
C: 1.14975 -2.11397 -1.88248
C: 1.38733 -3.31743 -0.96730
F: 2.04200 -4.29868 -1.61123
F: 0.18341 -3.79614 -0.57611
F: 0.31269 -2.44345 -2.89024
F: 0.49444 -1.19469 -1.10981
O: 2.79766 -1.68475 -3.76003
C: 3.66900 -2.71477 -4.03484
C: 3.01881 -3.79592 -4.90396
F: 1.92459 -4.29455 -4.29687
F: 3.90601 -4.79402 -5.08320
F: 4.20715 -3.22770 -2.91923
F: 4.67585 -2.18861 -4.76453
H: 2.08440 -0.34238 -2.50007
H: 3.22106 -1.42117 -1.73918
H: 1.95328 -3.01936 -0.07986
H: 2.73391 -3.37887 -5.87242
C: 7.54890 -2.25732 0.32038
C: 6.05892 -2.45684 -0.01541
C: 5.47997 -1.70190 -1.21608
F: 5.55329 -0.36456 -1.05852
F: 4.16394 -2.02493 -1.33769
F: 5.30152 -2.22360 1.07945
F: 5.91727 -3.77207 -0.33301
O: 7.88304 -1.34527 1.35339
C: 8.07584 -0.01015 1.11297
C: 7.02094 0.83815 1.82590
F: 5.79157 0.45703 1.42554
F: 7.19199 2.13904 1.49758
F: 8.12353 0.27011 -0.20388
F: 9.26728 0.33373 1.63816
H: 7.86793 -3.21969 0.71598
H: 8.14268 -2.08547 -0.57746
H: 5.99475 -1.98808 -2.13654
H: 7.10005 0.72256 2.90819